<w>
Here is 4 unconnected molecules or ions with the total composition C8H12N4 from OMol25. Energies are from the ωB97M-V functional and the def2-TZVPD basis.

Values from the calculation:
LUMO = -0.02 eV
SMILES string = CC#N.CC#N.CC#N.CC#N
orbital gap = 11.46 eV

```
24
Properties=species:S:1:pos:R:3:mulliken_charge:R:1
C 2.586 0.351 4.436 -0.63
C 2.851 -0.987 3.862 0.31
N 3.057 -2.031 3.357 -0.42
H 2.269 0.971 3.598 0.24
H 3.541 0.757 4.771 0.27
H 1.953 0.248 5.317 0.25
C 1.974 0.518 -2.155 -0.57
C 2.862 1.509 -2.787 0.18
N 3.539 2.273 -3.285 -0.32
H 0.918 0.765 -2.040 0.15
H 2.377 0.412 -1.148 0.23
H 2.048 -0.462 -2.626 0.31
C -0.781 -0.536 0.057 -0.70
C -0.042 0.316 1.017 0.32
N 0.541 0.992 1.752 -0.39
H -1.850 -0.351 0.167 0.27
H -0.630 -1.579 0.338 0.30
H -0.549 -0.482 -1.006 0.20
C -4.160 -0.814 -2.325 -0.72
C -4.926 0.364 -1.943 0.37
N -5.496 1.353 -1.770 -0.35
H -3.142 -1.030 -1.999 0.15
H -4.144 -0.870 -3.414 0.29
H -4.794 -1.688 -2.174 0.27
```



<x>
Here is 2 unconnected molecules or ions with the total composition C8H12N4 from OMol25. Energies are from the ωB97M-V functional and the def2-TZVPD basis.

Values from the calculation:
LUMO = 0.86 eV
SMILES string = Cc1c[nH]cn1.Cc1c[nH]cn1
orbital gap = 9.22 eV

```
24
Properties=species:S:1:pos:R:3:mulliken_charge:R:1
C -2.431 -1.082 -2.534 -1.18
C -1.131 -0.465 -2.169 0.41
C -0.394 0.295 -3.032 -0.39
N 0.604 0.845 -2.291 -0.05
C 0.453 0.527 -0.959 -0.14
N -0.614 -0.284 -0.889 -0.39
H -2.740 -1.732 -1.701 0.32
H -2.265 -1.736 -3.384 0.32
H -3.233 -0.386 -2.700 0.27
H -0.415 0.470 -4.104 0.37
H 1.221 1.498 -2.749 0.20
H 1.181 0.835 -0.237 0.27
C -1.081 0.346 2.092 -0.99
C 0.393 0.106 2.342 0.50
C 1.275 -0.947 2.393 -0.52
N 2.531 -0.383 2.281 -0.06
C 2.339 0.993 2.049 -0.29
N 1.095 1.306 2.327 -0.46
H -1.637 -0.581 2.027 0.33
H -1.183 1.017 1.225 0.23
H -1.539 0.789 2.994 0.32
H 1.014 -1.960 2.732 0.37
H 3.286 -1.042 2.185 0.21
H 3.272 1.570 2.103 0.34
```



<y>
Here is a single C8H12N4 molecule from OMol25. Energies are from the ωB97M-V functional and the def2-TZVPD basis.

Values from the calculation:
LUMO (spin up / spin down) = -0.80 / -0.15 eV
orbital gap (spin up / spin down) = 7.60 / 8.71 eV

```
24
Properties=species:S:1:pos:R:3:mulliken_charge:R:1
C -2.155 3.341 0.110 -0.17
C -1.954 2.546 2.128 0.10
C 0.653 -1.008 -1.497 -0.80
C 1.686 -1.020 -0.334 -0.90
C -0.693 -1.378 -0.956 -0.36
C 1.419 0.238 0.597 -0.97
C -1.076 -0.612 0.233 -0.94
C -0.109 0.408 0.832 0.94
N -2.968 3.976 0.896 -0.42
N -2.855 3.488 2.116 -0.38
N -1.498 2.323 0.816 0.41
N -0.519 1.600 0.194 -0.79
H -2.324 3.445 -0.904 0.42
H -1.802 1.890 3.005 0.36
H 0.371 -0.034 -1.991 0.33
H 0.946 -1.752 -2.215 0.37
H 1.369 -1.819 0.270 0.38
H 2.683 -0.899 -0.565 0.46
H -1.489 -1.444 -1.828 0.28
H -0.573 -2.480 -0.673 0.27
H 1.977 0.225 1.564 0.31
H 1.679 1.173 -0.019 0.34
H -2.067 -0.622 0.628 0.50
H -0.243 0.554 2.029 0.25
```



It is <y> that is the least stable of them.



<w>
Here is a single C7H9NO molecule from OMol25. Energies are from the ωB97M-V functional and the def2-TZVPD basis.

Values from the calculation:
LUMO = 0.77 eV
SMILES string = COCc1ccccn1
orbital gap = 10.40 eV

```
18
Properties=species:S:1:pos:R:3:mulliken_charge:R:1
C 2.511 -0.246 0.963 -0.62
O 2.301 0.522 -0.229 -0.31
C 1.335 -0.142 -1.067 -0.41
C -0.088 -0.034 -0.639 0.47
C -0.637 1.184 -0.306 -0.95
C -1.941 1.243 0.103 -0.33
C -2.657 0.026 0.310 -0.33
C -1.947 -1.142 0.064 -0.11
N -0.674 -1.262 -0.401 -0.43
H 1.542 -0.549 1.466 0.27
H 3.331 0.421 1.689 0.21
H 3.063 -1.163 0.722 0.28
H 1.483 -1.355 -1.156 0.28
H 1.376 0.437 -2.131 0.27
H -0.132 1.935 -0.433 0.78
H -2.477 2.138 0.416 0.36
H -3.740 0.058 0.508 0.33
H -2.648 -2.069 0.119 0.24
```



<x>
Here is a single C7H9NO molecule from OMol25. Energies are from the ωB97M-V functional and the def2-TZVPD basis.

Values from the calculation:
LUMO = 0.83 eV
SMILES string = C#CCC(=O)[C@]1(C)CN1
orbital gap = 10.55 eV

```
18
Properties=species:S:1:pos:R:3:mulliken_charge:R:1
C -0.572 -1.756 -1.961 0.13
C -0.794 -1.715 -0.796 -0.52
C -0.750 -1.531 0.603 -0.75
C 0.193 -0.442 0.908 0.63
O 1.028 -0.411 1.785 -0.60
C 0.100 0.844 0.077 1.26
C -1.324 1.294 -0.286 -1.37
C 1.203 1.183 -0.788 -0.82
N 0.952 1.931 0.400 -0.79
H -0.405 -1.777 -2.990 0.41
H -1.753 -1.185 0.885 0.30
H -0.471 -2.488 1.115 0.33
H -1.875 0.458 -0.796 0.30
H -2.015 1.552 0.578 0.25
H -1.261 2.080 -1.017 0.39
H 1.002 1.754 -1.678 0.27
H 2.040 0.480 -0.922 0.25
H 1.516 1.625 1.197 0.33
```



It is <x> that is the least stable of them.



<w>
Here is 2 unconnected molecules or ions with the total composition C4H14NO from OMol25. Energies are from the ωB97M-V functional and the def2-TZVPD basis.

Values from the calculation:
LUMO = -2.94 eV
net charge = +1
orbital gap = 13.33 eV

```
20
Properties=species:S:1:pos:R:3:mulliken_charge:R:1
C 1.317 -0.190 -1.681 -1.43
C 0.093 0.210 -0.864 0.40
N 0.360 0.007 0.610 -0.08
C 1.351 0.929 1.247 -0.85
C -1.198 -0.519 -1.269 -1.31
H 1.459 -1.271 -1.684 0.38
H 1.228 0.192 -2.688 0.41
H 2.243 0.200 -1.250 0.41
H -0.072 1.266 -1.008 0.26
H 0.634 -0.968 0.716 0.42
H -0.552 0.081 1.090 0.29
H 2.339 0.515 1.104 0.36
H 1.133 0.970 2.306 0.37
H 1.302 1.888 0.754 0.33
H -1.356 -1.409 -0.664 0.34
H -2.053 0.151 -1.175 0.33
H -1.145 -0.776 -2.320 0.41
H -2.859 0.001 1.789 0.30
H -2.191 -0.851 2.916 0.28
O -2.031 -0.426 2.069 -0.63
```



<x>
Here is 2 unconnected molecules or ions with the total composition C4H14NO from OMol25. Energies are from the ωB97M-V functional and the def2-TZVPD basis.

Values from the calculation:
LUMO = -3.10 eV
net charge = +1
orbital gap = 12.88 eV

```
20
Properties=species:S:1:pos:R:3:mulliken_charge:R:1
C 0.965 1.712 -0.575 -1.02
C -0.310 1.057 -1.100 -0.52
N -0.440 -0.475 -0.702 -0.11
C -1.004 -0.662 0.714 -0.32
C -0.587 0.329 1.765 -1.00
H 1.176 2.519 -1.259 0.35
H 1.774 1.061 -0.409 0.41
H 0.704 2.255 0.338 0.28
H -1.257 1.483 -0.673 0.35
H -0.233 1.099 -2.193 0.41
H 0.557 -0.628 -0.665 0.27
H -0.990 -0.896 -1.479 0.36
H -0.770 -1.621 1.146 0.29
H -2.057 -0.577 0.367 0.37
H 0.397 0.219 2.285 0.34
H -0.595 1.453 1.589 0.27
H -1.439 0.257 2.591 0.31
H 1.950 -2.776 -0.043 0.32
H 0.854 -3.310 -0.979 0.31
O 1.306 -2.498 -0.717 -0.65
```



It is <x> that is the least stable of them.



<w>
Here is a single C10H15N molecule from OMol25. Energies are from the ωB97M-V functional and the def2-TZVPD basis.

Values from the calculation:
LUMO = 0.89 eV
SMILES string = CC1(C)[C@]2(C=C=N)CC[C@]12C
orbital gap = 8.87 eV

```
26
Properties=species:S:1:pos:R:3:mulliken_charge:R:1
C -0.999 1.719 -0.226 -1.99
C 0.274 0.761 -0.167 1.22
C 1.438 1.773 -0.027 -1.59
C 0.194 -0.506 0.600 1.15
C -0.877 -0.966 1.513 -1.14
C -1.884 -0.357 2.019 0.27
N -2.890 0.172 2.466 -0.62
C 1.535 -1.335 0.739 -1.31
C 1.659 -1.401 -0.819 -0.88
C 0.274 -0.543 -0.957 0.68
C -0.805 -0.691 -1.975 -1.85
H -1.100 1.981 0.791 0.54
H -1.753 1.205 -0.642 0.36
H -0.624 2.488 -0.896 0.53
H 1.476 2.205 -0.993 0.48
H 2.382 1.161 -0.025 0.36
H 1.263 2.404 0.941 0.29
H -0.973 -1.955 1.796 0.37
H -2.922 0.456 3.427 0.26
H 2.217 -0.765 1.246 0.43
H 1.397 -2.292 1.031 0.44
H 2.417 -0.872 -1.451 0.28
H 1.473 -2.260 -1.436 0.43
H -1.791 -0.496 -1.672 0.37
H -0.818 -1.671 -2.374 0.53
H -0.563 -0.216 -2.908 0.42
```



<x>
Here is a molecular structure, C10H15N from OMol25. Energies are from the ωB97M-V functional and the def2-TZVPD basis.

Values from the calculation:
LUMO = 0.94 eV
orbital gap = 10.12 eV

```
26
Properties=species:S:1:pos:R:3:mulliken_charge:R:1
C 1.493 1.106 -0.605 -0.83
C 1.625 -1.030 -0.139 -1.08
C 0.270 -0.820 0.155 0.73
C -0.660 -1.504 -0.659 -1.11
C -1.843 -0.403 -0.446 -0.24
C -1.172 0.644 -1.317 -1.04
C 0.054 0.724 -0.433 0.60
C -0.715 1.449 0.732 -1.17
C -1.485 0.244 1.046 0.22
C -0.266 -0.641 1.423 -0.55
H 1.610 2.350 -0.390 0.21
H 2.205 0.436 -1.588 0.26
H 3.226 0.553 0.155 0.33
H 1.979 -1.992 0.433 0.36
H 1.862 -1.039 -1.378 0.17
H -0.215 -1.589 -1.662 0.49
H -1.034 -2.602 -0.523 0.25
H -2.869 -0.628 -0.764 0.54
H -0.982 0.638 -2.581 0.24
H -1.641 1.602 -1.410 0.50
H 0.086 1.591 1.420 0.50
H -0.931 2.558 0.655 0.37
H -2.282 0.362 2.077 0.20
H 0.505 -0.426 2.429 0.26
H -0.620 -1.673 1.432 0.44
N 2.185 0.178 0.450 -0.62
```



It is <x> that is the least stable of them.